Entry 1:
2 unconnected molecules or ions with the total composition C3H2N4, computed with ωB97M-V/def2-TZVPD.

Electronic energy   -334.41891 Eh
LUMO energy   -1.625 eV
Total charge   0

Structure (XYZ):
```
9
C3H2N4 | the OMol25 dataset | ωB97M-V/def2-TZVPD
N 0.678 1.186 1.062
C -1.262 -1.420 -0.394
H 0.513 1.653 1.949
N 2.669 0.156 -1.850
N 1.671 -0.152 -1.501
C -0.326 0.589 0.608
H -1.425 0.586 1.031
C -0.960 -0.055 -0.412
N -1.558 -2.543 -0.492
```

---

Entry 2:
A single CH5N3 molecule, computed with ωB97M-V/def2-TZVPD.

Electronic energy   -205.31641 Eh
LUMO energy   1.012 eV
SMILES   [H]/N=C\NN
Total charge   0

Structure (XYZ):
```
9
CH5N3 | the OMol25 dataset | ωB97M-V/def2-TZVPD
H 0.359 -2.019 1.109
C -0.410 -0.636 -0.052
H -1.230 -0.334 -0.674
H 1.368 0.315 0.609
N -0.409 -1.827 0.418
N 0.483 0.388 0.052
N 0.280 1.724 -0.395
H -0.533 2.136 0.146
H 0.014 1.725 -1.406
```

---

How do the records compare in HOMO-LUMO gap? In the order shown, they have 8.28; 10.16 eV.
How do the records compare in max |F|? In the order shown, they have 1.9; 2.4 eV/Å.
How do the records compare in M? In the order shown, they have 94.077; 59.072 u.